[1]
C17H31IrN4O3PS2 as an isolated structure at a distorted geometry. Source: the OMol25 dataset; level of theory: ωB97M-V with the def2-TZVPD basis set.

Cartesian coordinates (Å):
Ir: -0.41280 0.66940 -0.12991
C: -2.96913 -0.35051 4.82848
C: -1.57841 -0.93872 4.63388
N: -1.43171 -1.63707 3.36306
C: -1.14384 -1.05601 2.19438
S: -0.69061 0.62625 2.17974
N: -1.22545 -1.83227 1.12530
N: -0.95417 -1.22654 -0.04846
C: -1.28080 -1.79642 -1.17198
C: -1.91849 -3.13964 -1.24638
C: -0.99626 -1.00615 -2.37940
C: -1.19656 -1.49031 -3.66075
C: -0.86105 -0.69272 -4.74642
C: -0.33603 0.56854 -4.52276
C: -0.17726 1.00232 -3.21684
N: -0.49600 0.23419 -2.17872
H: -3.01125 0.21469 5.75930
H: -3.72209 -1.13766 4.87403
H: -3.21934 0.32198 4.00784
H: -1.34880 -1.65406 5.42294
H: -0.81882 -0.15820 4.68054
H: -1.77553 -2.58339 3.29730
H: -2.11933 -3.51062 -0.24815
H: -1.26248 -3.84537 -1.76153
H: -2.85434 -3.08226 -1.80465
H: -1.60525 -2.47950 -3.80535
H: -1.00978 -1.05575 -5.75407
H: -0.06879 1.22359 -5.33870
H: 0.17757 1.99619 -2.98616
C: -3.12908 3.94823 0.02876
S: -1.99832 2.75476 -0.58768
O: -2.48644 1.41110 -0.14287
O: -0.66368 2.88348 0.10228
O: -1.94546 2.94246 -2.01023
H: -3.02004 4.03208 1.10779
H: -4.12314 3.59535 -0.23404
H: -2.91334 4.88991 -0.46794
C: 3.96311 2.30722 -0.50417
C: 2.45252 2.15749 -0.33197
P: 1.84158 0.46938 -0.00253
C: 2.68659 -0.55544 -1.25630
C: 2.24446 -2.01513 -1.36853
C: 2.57949 0.03953 1.60396
C: 2.34738 -1.39621 2.07348
H: 4.21411 3.35788 -0.64236
H: 4.32478 1.76538 -1.37749
H: 4.51038 1.95397 0.36948
H: 1.92580 2.51908 -1.21937
H: 2.08606 2.77112 0.49520
H: 3.75617 -0.50599 -1.03890
H: 2.54163 -0.03716 -2.20960
H: 2.62749 -2.61778 -0.54801
H: 2.61999 -2.44734 -2.29555
H: 1.16247 -2.11165 -1.36727
H: 2.17045 0.74885 2.32539
H: 3.64930 0.24252 1.51869
H: 1.29910 -1.67830 2.00793
H: 2.65494 -1.49941 3.11360
H: 2.92851 -2.10936 1.49169

Computed properties:
E_LUMO (eV): -3.53
Gap between HOMO and LUMO (eV): 7.462
HOMO (eV): -10.99
Net charge: +1
E_tot (Eh): -2353.0870
ΔE to the lowest compared entry with this formula, charge and spin (kcal per mole): 0.0

***

[2]
An isolated ion of composition C7H12N2 and charge +2 at a distorted geometry. Source: the OMol25 dataset; level of theory: ωB97M-V with the def2-TZVPD basis set.

Cartesian coordinates (Å):
C: -2.86237 0.96915 -0.43115
C: -1.48821 1.04987 -0.41324
C: -2.31513 -0.96446 0.60857
C: 1.51039 0.35794 -0.12859
C: 0.41059 -0.26102 0.43472
C: 2.76526 0.46865 0.71424
C: 1.33425 -0.95487 -0.94497
N: -3.25622 -0.13958 0.24627
N: -0.94573 -0.05525 0.20387
H: -3.64588 1.56295 -0.82463
H: -0.95202 1.86416 -0.79944
H: -2.38008 -1.74808 1.26444
H: 1.55090 1.26243 -0.71426
H: 0.62544 -0.96789 1.29846
H: 3.69110 0.48459 0.10834
H: 3.14074 -0.42959 1.19290
H: 2.68226 1.22401 1.43614
H: 1.82726 -1.67443 -0.30595
H: 2.12187 -0.63815 -1.64932
H: 0.46555 -1.14814 -1.58201
H: -4.27998 -0.26227 0.28561

Computed properties:
E_LUMO (eV): -9.57
Gap between HOMO and LUMO (eV): 8.918
HOMO (eV): -18.48
Net charge: +2
E_tot (Eh): -382.6408
ΔE to the lowest compared entry with this formula, charge and spin (kcal per mole): 49.8

***

[3]
C18H19GdN4O5S6 as an isolated structure at a distorted geometry. Source: the OMol25 dataset; level of theory: ωB97M-V with the def2-TZVPD basis set.

Cartesian coordinates (Å):
Gd: 13.45928 9.92426 8.81874
C: 16.79362 10.37515 5.75402
C: 15.32430 10.75444 6.20112
C: 14.31820 11.02063 5.11874
O: 14.84875 9.57671 6.98917
C: 15.24229 11.97264 7.18724
O: 14.24558 11.90105 8.05180
O: 16.12096 12.81166 7.20375
H: 16.74366 9.58432 4.95232
H: 17.30366 10.18431 6.71874
H: 17.11975 11.35561 5.22060
H: 14.46756 10.62160 4.13969
H: 14.25805 12.08365 4.79502
H: 13.27253 10.70152 5.28394
H: 14.84410 8.66898 6.58680
N: 5.43372 8.25624 8.45902
C: 6.66336 8.53120 7.96915
C: 7.45562 7.47157 7.56183
C: 8.81280 7.64038 7.33478
C: 9.36202 8.89026 7.60939
C: 8.53684 9.99670 7.69984
C: 7.16965 9.84455 7.89602
S: 11.03063 9.09836 7.02633
O: 11.19854 8.83937 5.65679
O: 11.51268 10.48993 7.51982
N: 11.82813 8.12694 8.10291
C: 12.57625 7.10253 7.72389
N: 12.13138 6.18764 6.94504
C: 12.83552 5.04771 6.79839
C: 14.18286 5.00500 7.23884
C: 14.70169 6.15289 7.85704
N: 13.88080 7.15842 8.20129
H: 5.13721 7.28410 8.65055
H: 4.74235 9.02834 8.65959
H: 6.91828 6.51341 7.43563
H: 9.41178 6.74624 7.01790
H: 8.90152 11.02030 7.55482
H: 6.56923 10.69492 8.11413
H: 12.24139 4.22169 6.31024
H: 14.88433 4.23865 6.90884
H: 15.77281 6.20584 8.05268
C: 13.86502 6.84039 11.90229
S: 12.55466 7.57973 12.79314
C: 12.35145 9.22061 12.18005
C: 13.33145 10.01887 11.57423
S: 14.94390 9.75376 11.05801
S: 12.61579 11.52952 10.89803
C: 10.82740 11.21589 11.35137
S: 9.64560 12.29616 10.96331
S: 10.64350 9.86141 12.37458
H: 13.69605 5.78919 11.94948
H: 14.79495 7.02741 12.40918
H: 13.89154 7.04261 10.79814

Computed properties:
E_LUMO (spin up / spin down) (eV): -0.62 / -2.54
Multiplicity: 8
Gap between HOMO and LUMO (spin up / spin down) (eV): 7.290 / 5.329
HOMO (spin up / spin down) (eV): -7.91 / -7.87
Net charge: 0
E_tot (Eh): -4447.3451
ΔE to the lowest compared entry with this formula, charge and spin (kcal per mole): 10.8

***

[4]
One molecule with the formula C6H6O2 at a distorted geometry. Source: the OMol25 dataset; level of theory: ωB97M-V with the def2-TZVPD basis set.

Cartesian coordinates (Å):
C: 0.68895 -0.88668 -2.06306
C: 0.33725 -0.28951 -0.95857
C: -0.71464 0.72742 -0.68803
O: -0.16247 1.86265 -0.00279
C: -0.90700 0.89148 0.77488
C: 0.05009 -0.06697 1.45593
O: -0.13205 -1.48308 1.12484
C: 0.84249 -0.70734 0.36173
H: 0.30473 -0.66657 -3.04972
H: 1.37092 -1.71728 -1.98685
H: -1.52444 0.99743 -1.34022
H: -1.86950 1.23958 1.21710
H: 0.41339 0.10940 2.47589
H: 1.87814 -1.00951 0.41007

Computed properties:
E_LUMO (eV): 1.03
SMILES: C=C1[C@@H]2O[C@@H]2[C@H]2O[C@@H]12
Gap between HOMO and LUMO (eV): 10.917
HOMO (eV): -9.89
Net charge: 0
E_tot (Eh): -382.5968
ΔE to the lowest compared entry with this formula, charge and spin (kcal per mole): 55.8

***

[5]
One molecule with the formula C8H5N3OS at a distorted geometry. Source: the OMol25 dataset; level of theory: ωB97M-V with the def2-TZVPD basis set.

Cartesian coordinates (Å):
C: -0.49847 -1.25669 -1.96887
C: 0.81091 -0.99244 -1.79413
C: -1.22672 -0.90665 -0.78847
C: -0.65056 0.67092 1.10576
C: -0.40314 -0.19803 0.03389
C: 0.40632 1.20466 1.76152
C: 0.95533 -0.18563 -0.60090
C: 1.70915 1.15732 1.10631
N: 1.86994 0.59863 -0.15404
N: 2.81755 1.46992 1.62799
N: 2.09771 2.21584 3.33125
O: 0.02401 3.58774 2.48315
S: 0.40884 2.39347 3.18731
H: -1.01809 -1.72677 -2.72555
H: 1.74994 -1.10162 -2.33542
H: -2.22476 -1.21363 -0.71359
H: -1.56002 0.87837 1.52994
H: 2.56112 3.10608 3.20763

Computed properties:
E_LUMO (spin up / spin down) (eV): -2.14 / -2.14
Gap between HOMO and LUMO (spin up / spin down) (eV): 6.668 / 6.667
HOMO (spin up / spin down) (eV): -8.81 / -8.81
Net charge: 0
E_tot (Eh): -945.3333
ΔE to the lowest compared entry with this formula, charge and spin (kcal per mole): 154.7

***

[6]
A 2-piece molecular cluster, CH5O2PS overall at a distorted geometry. Source: the OMol25 dataset; level of theory: ωB97M-V with the def2-TZVPD basis set.

Cartesian coordinates (Å):
P: 0.80458 1.55331 1.46344
S: 2.74308 1.34539 1.63386
H: 0.12181 1.89292 2.67191
H: 0.25377 2.58750 0.68552
H: 0.24281 0.17125 1.26271
O: 0.08480 -0.73001 -0.78492
C: -0.46901 -1.65933 -1.30693
O: -1.52436 -1.65213 -2.09955
H: -0.06704 -2.58230 -1.44793
H: -2.19044 -0.92662 -2.07813

Computed properties:
E_LUMO (eV): 0.38
SMILES: [PH3]=S.O=CO
Gap between HOMO and LUMO (eV): 8.843
HOMO (eV): -8.47
Net charge: 0
E_tot (Eh): -931.0773
ΔE to the lowest compared entry with this formula, charge and spin (kcal per mole): 55.1

***

[7]
C2H3LiO2Zn as an isolated structure at a distorted geometry. Source: the OMol25 dataset; level of theory: ωB97M-V with the def2-TZVPD basis set.

Cartesian coordinates (Å):
H: -2.44310 1.07761 -0.95489
O: -2.64000 0.39177 -0.02182
C: -1.35296 0.11476 0.15356
C: -0.60502 0.85002 -0.76790
O: 0.54893 0.37124 -1.31797
Zn: 1.02182 0.48075 -3.02524
Li: 1.46435 -0.25744 0.11306
H: -1.12127 -0.94098 0.36171
H: -0.73863 1.94141 -0.78523

Computed properties:
E_LUMO (spin up / spin down) (eV): -4.52 / -5.79
Multiplicity: 2
Gap between HOMO and LUMO (spin up / spin down) (eV): 7.707 / 6.459
HOMO (spin up / spin down) (eV): -12.23 / -12.25
Net charge: +1
E_tot (Eh): -2014.9811
ΔE to the lowest compared entry with this formula, charge and spin (kcal per mole): 36.9

***

[8]
An isolated ion of composition C4H8N3S and charge +1 at a distorted geometry. Source: the OMol25 dataset; level of theory: ωB97M-V with the def2-TZVPD basis set.

Cartesian coordinates (Å):
C: 0.22640 -0.17861 -0.65066
C: -0.77417 -0.74807 0.15162
C: 0.58818 -0.66896 -2.04262
C: 0.94980 1.19538 -0.42194
N: 1.15325 1.91153 0.70518
N: -2.09143 -0.83983 1.91481
N: -1.16266 -0.21977 1.25546
S: 2.11026 -0.51770 -0.96401
H: -1.08378 -1.73049 -0.19324
H: 0.34204 -1.72151 -2.29687
H: 0.54998 0.09595 -2.90564
H: 1.35563 1.77959 -1.34290
H: 1.10596 1.51770 1.68761
H: 1.92457 2.49188 0.62464
H: -2.57334 -1.78765 1.75458
H: -2.62071 -0.57944 2.72400

Computed properties:
E_LUMO (eV): -4.14
Gap between HOMO and LUMO (eV): 8.613
HOMO (eV): -12.76
Net charge: +1
E_tot (Eh): -719.3053
ΔE to the lowest compared entry with this formula, charge and spin (kcal per mole): 91.4

***

[9]
One molecule with the formula H5N2OP at a distorted geometry. Source: the OMol25 dataset; level of theory: ωB97M-V with the def2-TZVPD basis set.

Cartesian coordinates (Å):
N: -1.38666 -1.57652 -0.43617
N: 1.61994 -0.68537 -0.59582
O: -0.71518 -0.29934 -0.64195
P: 0.52038 0.07218 0.38424
H: -1.81314 -1.98592 -1.28278
H: -2.15796 -1.37111 0.24122
H: 2.56151 -0.75828 -0.34016
H: 1.25364 -1.15664 -1.47362
H: 0.49724 1.48844 -0.44652

Computed properties:
E_LUMO (spin up / spin down) (eV): 0.92 / -2.18
Multiplicity: 3
Gap between HOMO and LUMO (spin up / spin down) (eV): 5.511 / 7.339
HOMO (spin up / spin down) (eV): -4.59 / -9.52
Net charge: 0
E_tot (Eh): -528.8690
ΔE to the lowest compared entry with this formula, charge and spin (kcal per mole): 39.5